C32H33F6N6O11S3Ti as an isolated structure. Source: the OMol25 dataset; level of theory: ωB97M-V/def2-TZVPD.

## Properties
- ΔE to the lowest compared entry with this formula, charge and spin: 0.0 kcal per mole
- HOMO-LUMO gap: 6.944 eV
- Highest occupied orbital energy: -0.1777 Ha
- Energy: -137114.9186 eV

```
! wB97M-V def2-TZVPD RIJCOSX def2/J DEFGRID3
* xyz -1 1
Ti -0.13296 0.51124 0.07908
C 3.70422 0.37796 0.81427
C 3.06708 1.29161 -0.15818
N 1.77042 1.46019 -0.35497
C 1.63175 2.37898 -1.36081
C 2.86224 2.80443 -1.76542
N 3.74670 2.09551 -0.99395
C 3.35121 3.78505 -2.75455
O 2.43854 4.40727 -3.46921
O 4.54027 3.98649 -2.86620
C 0.26116 2.70842 -1.81767
O 0.09661 3.52942 -2.72388
O -0.64206 2.06144 -1.19251
H 3.17179 0.41716 1.76439
H 4.74427 0.65829 0.97845
H 3.64776 -0.64447 0.43964
H 4.74690 2.20273 -1.05582
H 1.50355 4.10144 -3.22968
F 2.01857 -2.69074 -4.26287
C 1.23544 -1.71468 -3.80631
F 0.03624 -1.82760 -4.37562
F 1.76847 -0.54419 -4.17438
S 1.11079 -1.76153 -1.97070
O 0.14449 -0.66466 -1.74926
O 2.44596 -1.48113 -1.51176
N 0.57414 -3.18184 -1.81522
S -0.14958 -3.94851 -0.56716
O 0.61208 -1.07740 0.85734
O -1.41751 -4.53311 -1.02201
C 0.99083 -5.43346 -0.69818
F 0.78408 -6.21392 0.37890
F 2.28265 -5.08497 -0.69850
F 0.74756 -6.15958 -1.78473
C 2.05526 2.20982 6.19665
O 1.59068 2.27404 4.86770
C 2.43412 2.76385 3.92072
C 3.75031 3.11184 4.19551
C 4.52749 3.76392 3.24427
C 3.97379 4.09108 2.02127
C 2.67483 3.69275 1.73277
C 1.89200 2.97952 2.63711
N 0.56348 2.64138 2.31892
C 0.03237 1.27947 2.08864
N 0.28143 0.38329 3.18026
C 1.09898 -0.73763 3.13696
C 1.27616 -1.45544 1.94875
C 2.12448 -2.56205 1.91269
C 2.73619 -3.00974 3.06777
C 2.49911 -2.36741 4.27795
C 1.67913 -1.24799 4.30674
O 1.36066 -0.57198 5.46309
C 1.66503 -1.21437 6.67737
N -1.20767 1.33053 1.53199
C -2.48668 1.42167 2.03257
C -3.56823 1.31934 1.14122
C -4.87930 1.35203 1.57619
C -5.16748 1.50854 2.92695
C -4.11824 1.68348 3.81377
C -2.79933 1.67223 3.38199
O -1.79872 1.92830 4.29556
C -1.65356 3.31544 4.57790
H 1.20547 1.88660 6.79273
H 2.39745 3.19026 6.54238
H 2.86262 1.48162 6.30720
H 4.16867 2.90779 5.17070
H 5.54762 4.03624 3.48258
H 4.54406 4.63816 1.28062
H 2.24444 3.93456 0.76790
H 0.22204 3.22341 1.56612
H 0.23316 0.83001 4.08305
H 2.28380 -3.05065 0.95972
H 3.38583 -3.87499 3.03746
H 2.95148 -2.74124 5.18548
H 1.19843 -0.62505 7.46478
H 2.74477 -1.25640 6.85750
H 1.26384 -2.23139 6.70200
H -3.34237 1.21368 0.08900
H -5.68144 1.26135 0.85352
H -6.19047 1.51765 3.28014
H -4.30014 1.84046 4.87086
H -2.40630 3.64599 5.30191
H -1.74742 3.90945 3.66653
H -0.65523 3.45386 4.98562
C -3.64303 -1.83645 -0.77954
S -2.17091 -1.48633 0.18061
C -2.70386 -1.82740 1.85767
H -3.81562 -2.91158 -0.79065
H -3.43838 -1.50287 -1.79585
H -4.50997 -1.30248 -0.38818
H -3.56306 -1.21729 2.13561
H -1.86023 -1.56938 2.49968
H -2.92856 -2.88840 1.96173
*
```


A 7-piece molecular cluster, C32H33F7N2O21 overall. Source: the OMol25 dataset; level of theory: ωB97M-V/def2-TZVPD.

## Properties
- SMILES: CC(=O)NCCCCc1ccc(F)c2c1C(=O)NC2=O.O=C1OC[C@@H](F)O1.O=C1OC[C@@H](F)O1.O=C1OC[C@@H](F)O1.O=C1OC[C@@H](F)O1.O=C1OC[C@@H](F)O1.O=C1OC[C@@H](F)O1
- HOMO-LUMO gap: 8.812 eV
- Highest occupied orbital energy: -0.3478 Ha
- Energy: -98720.6500 eV

```
! wB97M-V def2-TZVPD RIJCOSX def2/J DEFGRID3
* xyz 0 1
C -1.41799 3.49487 -6.42212
C -1.54786 2.20754 -5.63600
O -0.57113 1.59926 -5.26633
N -2.84383 1.73573 -5.34815
C -3.22369 1.80806 -3.92750
C -3.75276 3.18502 -3.53876
C -4.23567 3.34696 -2.08724
C -4.33276 2.08422 -1.23648
C -3.07577 1.49337 -0.64385
C -3.19372 0.24904 -0.01809
C -2.14482 -0.37219 0.64611
C -0.92382 0.26774 0.71547
F 0.08196 -0.29259 1.39827
C -0.75794 1.48044 0.10938
C -1.81831 2.07299 -0.58340
C -1.23840 3.35467 -1.10920
O -1.41594 3.96268 -2.11993
N -0.18348 3.69061 -0.17910
C 0.40206 2.41275 0.08698
O 1.57843 2.18601 0.18518
H -1.14784 3.25531 -7.45069
H -2.34405 4.06585 -6.43271
H -0.61964 4.07696 -5.97017
H -3.52289 2.22204 -5.92085
H -3.99912 1.05600 -3.77875
H -2.33421 1.54004 -3.36069
H -4.58541 3.39944 -4.21574
H -2.98068 3.91864 -3.76460
H -5.24936 3.74724 -2.13759
H -3.67817 4.10809 -1.54394
H -5.00719 2.29687 -0.40249
H -4.84048 1.29786 -1.79845
H -4.15971 -0.23970 -0.04008
H -2.28757 -1.32923 1.12652
H 0.49228 4.26084 -0.68740
C 1.62227 -2.77054 0.47877
C 2.47407 -3.15867 1.66916
O 2.97470 -4.42662 1.27681
C 3.01278 -4.45961 -0.08480
O 3.60241 -5.27261 -0.71486
O 2.30136 -3.43871 -0.59519
F 1.74906 -3.30738 2.80383
H 0.61373 -3.17441 0.57712
H 1.57852 -1.70298 0.30097
H 3.31121 -2.48966 1.87023
C 3.98515 -7.66533 3.13152
C 2.53036 -7.41537 3.46592
O 2.55761 -7.31445 4.87838
C 3.80130 -6.87470 5.24354
O 4.07489 -6.45638 6.31396
O 4.65050 -6.98149 4.19928
F 1.72856 -8.44941 3.10975
H 4.21382 -8.73073 3.17984
H 4.28838 -7.26165 2.16994
H 2.12484 -6.49236 3.04822
C -2.98127 8.58487 -1.58579
C -3.35959 8.10246 -2.97207
O -4.23610 7.02503 -2.68942
C -4.81572 7.26740 -1.47906
O -5.76114 6.69309 -1.05627
O -4.15783 8.25443 -0.83429
F -2.29764 7.64127 -3.67124
H -2.12586 8.02905 -1.19786
H -2.78375 9.65081 -1.52991
H -3.88659 8.83769 -3.58274
C -0.78170 -7.72374 7.10425
C -0.30054 -8.60987 5.97521
O -1.51049 -9.16538 5.49160
C -2.51596 -8.28781 5.76546
O -3.59897 -8.32817 5.29292
O -2.08742 -7.35441 6.64974
F 0.50834 -9.60475 6.40764
H -0.86317 -8.29080 8.03245
H -0.16597 -6.84318 7.26125
H 0.19789 -8.07839 5.16770
C 6.95272 -3.79981 -3.02997
C 5.69294 -3.29900 -2.35544
O 5.39853 -2.13283 -3.09834
C 5.91413 -2.28734 -4.35238
O 5.64851 -1.61116 -5.28303
O 6.77217 -3.33781 -4.36972
F 5.89863 -2.95983 -1.05519
H 7.83644 -3.32883 -2.59643
H 7.06065 -4.87999 -3.00787
H 4.84725 -3.98522 -2.40461
C 1.68659 5.78306 2.53351
C 0.51455 6.39585 3.27331
O 0.11843 7.43878 2.40058
C 0.48170 7.09143 1.13638
O 0.08466 7.61198 0.14931
O 1.34487 6.05172 1.17146
F 0.87020 6.91799 4.46885
H 2.61677 6.29447 2.78353
H 1.79823 4.71462 2.69345
H -0.33052 5.72193 3.42300
*
```


C32H34BMgN13S as an isolated structure. Source: the OMol25 dataset; level of theory: ωB97M-V/def2-TZVPD.

## Properties
- HOMO-LUMO gap (spin up / spin down): 6.023 / 6.722 eV
- Highest occupied orbital energy (spin up / spin down): -0.2463 / -0.2701 Ha
- Energy: -70063.7466 eV

```
! wB97M-V def2-TZVPD RIJCOSX def2/J DEFGRID3
* xyz 0 1
Mg -0.14190 0.00616 0.80573
C 5.04161 0.47997 0.77092
C 3.59239 0.38314 0.29581
C 3.51501 0.49751 -1.23173
C 2.73376 1.42791 0.94893
C 3.05416 2.75276 1.28474
C 1.89231 3.28084 1.81014
N 0.94195 2.33609 1.76993
N 1.46096 1.18627 1.25678
B -0.51303 2.37013 2.32404
N -1.59854 2.16918 1.21570
C -2.43172 3.10005 0.72296
C -3.36845 2.47517 -0.06866
C -3.04543 1.10803 -0.00956
N -1.97190 0.93540 0.75467
C -3.81425 -0.03656 -0.60875
C -3.88479 0.06491 -2.13627
C -3.28281 -1.39644 -0.16246
N -0.66890 1.21551 3.33559
C -0.96359 1.32763 4.63813
C -1.10758 0.06424 5.15667
C -0.87933 -0.80026 4.07445
N -0.60308 -0.10232 2.97052
C -1.05690 -2.29073 4.13165
C -0.32812 -3.02320 3.02003
C -2.55189 -2.63283 4.12184
H 5.62231 -0.35518 0.37642
H 5.50455 1.40314 0.41457
H 5.10761 0.46233 1.85970
H 3.19317 -0.59036 0.58722
H 3.90486 1.46365 -1.56087
H 4.10018 -0.29080 -1.70899
H 2.48653 0.41421 -1.58858
H 4.00063 3.25351 1.17041
H 1.68051 4.25860 2.21230
H -0.69169 3.42948 2.85991
H -2.31741 4.13867 0.98978
H -4.18977 2.93254 -0.59469
H -4.83252 0.06978 -0.22163
H -2.92229 -0.18580 -2.58345
H -4.61972 -0.64092 -2.52563
H -4.17306 1.06779 -2.45547
H -2.26310 -1.54878 -0.51906
H -3.29720 -1.49224 0.92507
H -3.89118 -2.19374 -0.58934
H -1.05798 2.29752 5.09869
H -1.35229 -0.20824 6.16999
H -0.64365 -2.61358 5.09092
H -0.68082 -2.69526 2.04052
H 0.74443 -2.84075 3.08273
H -0.49758 -4.09866 3.08948
H -2.99690 -2.35000 3.16477
H -2.69844 -3.70541 4.26336
H -3.08582 -2.10440 4.91202
S 2.85026 -1.01200 -5.24568
N 2.50186 -2.15554 -4.08683
C 1.31229 -1.99826 -3.62736
C 0.60802 -2.53935 -2.41063
C 0.86699 -3.88283 -1.88943
C 1.31554 -3.97558 -0.59516
C 1.33903 -2.88249 0.27235
N 0.75469 -1.67531 -0.07362
C 0.51382 -1.53371 -1.35410
C -0.01876 0.70537 -2.25313
N 0.02072 1.53876 -1.21682
C 0.31009 2.81648 -1.45256
C 0.52803 3.32077 -2.72270
C 0.51625 2.43784 -3.78884
C 0.26225 1.09772 -3.55652
C 0.50220 0.06097 -4.65328
N 1.86986 0.22845 -5.13231
H 0.83119 -4.74075 -2.54599
H 1.66114 -4.92873 -0.21423
H 1.74964 -2.95803 1.26465
H 0.35248 3.46219 -0.58396
H 0.73103 4.37207 -2.86795
H 0.75110 2.76464 -4.79470
N -0.36224 -0.62639 -1.94224
C -0.68919 -1.61357 -3.04492
N 0.27944 -1.26112 -4.11468
C -0.41797 0.30199 -5.80748
N -1.09310 0.50075 -6.71386
*
```


- Number 2 is which compound?
  C32H33F7N2O21


- Look up the energy of the third one.
  -70063.7466 eV


- What is the energy in the third record?
  -70063.7466 eV


- Which value of energy does entry 1 give?
  -137114.9186 eV